DFT (the ωB97M-V functional and the def2-TZVPD basis) results for a structure of composition C30H18Cl5LiN2O4Se2Te.

The geometry in XYZ format:
```
63
Properties=species:S:1:pos:R:3:forces:R:3
Te 0.6358 3.1668 -0.4974 0.1045 0.3456 -0.0037
Se -0.4162 3.1069 -2.8202 0.1722 -0.2031 0.0439
Se -2.1052 -1.1810 -2.3956 0.0270 0.1796 0.1109
Cl 3.6270 1.2117 0.6059 -0.0915 -0.0021 0.2635
Cl -0.9604 0.0302 3.2324 0.1970 -0.0061 0.0496
Cl 5.2407 0.8108 3.2591 -0.1168 0.0029 -0.0294
Cl 0.6666 -0.3643 5.8852 -0.0017 0.0188 -0.1226
Cl 3.7609 0.0325 5.8951 -0.0443 -0.0010 -0.0618
O -0.4957 -7.8798 -0.2451 -0.0875 0.0035 -0.0444
O 0.3062 -1.7345 0.3022 -0.0920 0.1391 -0.0769
O 2.4732 -2.3111 0.1894 0.2909 0.1283 -0.0099
O -1.9522 -6.2061 -0.9064 0.0445 -0.0910 0.0130
N -1.9571 0.7020 -0.2679 -0.0647 -0.3503 -0.1146
N 1.1453 0.9522 -2.0740 0.0465 -0.0076 0.2039
C 3.5105 0.6045 3.2462 0.0850 -0.0022 0.0417
C 1.3476 -6.3706 0.4271 -0.0252 0.1300 -0.0188
C -1.2897 7.1663 -0.3873 -0.0328 0.0108 0.0060
C -4.1239 -0.2396 -0.6115 -0.0231 -0.1234 -0.1831
C 1.2583 -0.3169 -4.5106 0.0548 -0.1228 -0.0798
C 1.3845 0.6345 2.0179 -0.2472 0.0569 -0.2463
C 0.8306 -4.0100 0.1201 -0.0504 -0.0712 -0.0026
C 0.0933 -6.6416 -0.0596 0.1010 -0.0453 0.0446
C -4.6596 0.5442 0.3738 -0.0872 0.0519 0.0862
C 2.7462 0.7851 2.0965 0.5265 0.0458 -0.3763
C -1.0357 5.8259 -0.6450 -0.1292 -0.0072 -0.0244
C 0.5468 0.8562 -4.3780 -0.1225 0.0933 -0.0206
C -3.8359 1.4504 1.0431 0.0118 -0.0052 -0.0415
C 1.9265 -0.8447 -3.4160 0.0495 -0.0253 0.0507
C -2.7543 -0.1464 -0.9607 0.0225 -0.0092 -0.0898
C 1.4792 0.0743 4.4067 0.0312 -0.0415 0.1209
C 1.0145 5.9841 0.5779 -0.0019 0.0419 0.0421
C 0.7497 7.3169 0.8575 -0.0120 0.0068 0.0015
C 0.1256 5.2186 -0.1752 0.0281 -0.1525 -0.0779
C 0.7988 0.2671 3.2074 -0.3983 -0.0169 0.3136
C 1.8503 -0.1752 -2.2093 -0.1254 -0.0658 -0.0492
C 0.5206 1.4537 -3.1252 -0.1608 0.2017 -0.0134
C -1.7982 -7.6045 -0.7570 -0.0040 0.0104 -0.0062
C -0.7703 -5.6414 -0.4498 -0.0926 0.0586 -0.0328
C 2.8612 0.2469 4.4245 0.0142 0.0308 -0.0129
C -0.4011 7.9189 0.3671 0.0297 -0.0248 -0.0078
C 1.7056 -5.0192 0.4981 -0.0371 -0.0357 -0.0537
C -2.5085 1.4665 0.6789 0.2070 0.2325 0.1098
C -0.4490 -4.3118 -0.3691 0.1383 -0.0502 0.1401
C 1.2574 -2.5473 0.2208 -0.0841 -0.3264 -0.0543
Li 0.0542 0.0596 0.1869 -0.0515 0.0047 0.1034
H -5.7122 0.4593 0.6260 0.0067 0.0034 0.0014
H 2.0182 -7.1606 0.7339 0.0292 -0.0442 0.0099
H -2.1971 7.6197 -0.7684 -0.0090 0.0078 -0.0077
H -1.7640 5.2488 -1.2045 0.0485 0.0006 -0.0015
H 2.3328 -0.5577 -1.3179 0.0313 -0.0755 0.0737
H 2.4810 -1.7705 -3.4756 -0.0020 -0.0137 -0.0099
H -1.8140 2.1358 1.1803 -0.0553 -0.0366 0.0261
H -1.9057 -8.0884 -1.7349 -0.0374 -0.0116 0.0579
H 1.2837 -0.8269 -5.4668 -0.0070 0.0023 0.0115
H 0.0001 1.2823 -5.2080 0.0053 0.0242 0.0136
H -4.7304 -0.9466 -1.1609 -0.0065 0.0084 0.0115
H 2.6855 -4.7244 0.8459 0.0427 0.0139 0.0198
H -4.1974 2.0955 1.8316 -0.0120 0.0205 0.0116
H -2.5473 -7.9801 -0.0488 0.0141 -0.0155 -0.0545
H 1.4538 7.8878 1.4503 0.0090 0.0232 0.0141
H 1.9293 5.5373 0.9496 0.0257 -0.0250 -0.0202
H -0.6019 8.9629 0.5705 -0.0135 0.0294 0.0111
H -1.1186 -3.5148 -0.6615 -0.0684 0.0813 -0.0593
```
Positions in Å, forces in eV/Å.

Summary:
Net charge = -2
Lowest unoccupied orbital energy = 3.93 eV
HOMO energy = -1.4 eV
Energy = -243378.2875 eV

---

DFT (the ωB97M-V functional and the def2-TZVPD basis) results for a structure of composition C16H21F6N6NiO6S2.

The geometry in XYZ format:
```
58
Properties=species:S:1:pos:R:3:forces:R:3
Ni -0.1719 0.3641 -0.5687 0.2020 -1.4560 1.7130
S -0.9966 4.7663 -1.5125 -0.0256 -0.3658 -0.1141
S 0.7845 2.7554 -1.6233 -0.1044 0.7037 0.3331
F -1.1969 0.9913 -2.6260 0.2362 0.5094 -0.0945
F 0.7660 0.9118 -3.5316 0.0080 -0.1162 0.0341
F -0.5333 2.5727 -3.9260 -0.0637 0.1158 -0.0935
F -1.4420 4.3553 1.0960 0.0055 -0.0562 0.1216
F 0.5352 5.1463 0.6809 -0.0704 -0.0007 0.0551
F -1.1967 6.4218 0.5297 -0.0531 0.0561 0.1727
O 1.2206 -3.5557 -1.0592 -0.1367 0.1118 -0.0084
O 2.1715 2.4858 -1.9058 -0.0833 0.0394 -0.1323
O -1.3130 6.0409 -2.0727 0.2941 0.0627 -0.2230
O -1.9823 3.7205 -1.5450 0.0388 0.1799 0.1113
O -0.1804 -1.7661 -0.9370 -0.1096 -0.4860 -0.3887
O 0.3585 2.4469 -0.2475 0.0600 -0.0629 -0.9940
N 3.5745 -0.1613 2.4743 -0.3550 -1.0632 -0.9050
N -2.7220 -0.6494 0.5186 0.0307 0.7780 0.5442
N 1.7002 1.0206 2.9722 -2.2928 0.0642 -0.1542
N 1.8525 -0.2007 -0.8506 -0.1381 0.0714 0.0814
N 3.4868 2.0869 1.9910 -0.2446 0.7283 -0.7516
N 0.4401 4.2577 -2.0181 -0.2551 -0.1683 0.4315
C 2.9050 0.9719 2.4226 1.1273 -0.1817 -0.1489
C -1.9167 0.5063 0.5683 0.3858 -0.2143 -0.5941
C 3.3921 -2.0592 -0.1193 0.1319 0.1080 0.1933
C 4.7153 -0.5969 1.6371 0.2229 0.0161 0.0408
C -6.0956 -4.7463 -0.3715 0.0848 0.0705 0.0267
C 4.5203 -1.0498 0.1686 -0.4983 0.1103 0.1729
C 1.9761 -1.4833 -0.1430 0.4050 0.2780 -0.0790
C -0.7601 5.1806 0.3151 0.1278 -0.0249 -0.2980
C -3.5350 -1.4778 0.3550 0.1472 -0.2657 -0.2531
C -4.3684 -2.5494 0.1480 -0.1582 -0.1371 -0.1057
C -4.7913 -4.7049 -0.9208 -0.1747 0.0249 0.1028
C -6.5180 -3.6765 0.4454 0.1074 -0.1279 -0.1070
C -5.7024 -2.6057 0.7060 0.1826 -0.0043 -0.0646
C 0.9053 -2.3903 -0.7964 -0.1647 -0.0473 0.1209
C -0.1444 1.7241 -2.9849 0.0663 0.0025 0.0114
C -3.9418 -3.6598 -0.6802 -0.0172 0.1668 0.1326
H 4.2524 1.9928 1.3414 0.1900 0.0423 0.1828
H 2.4997 0.5184 -0.5738 0.1758 0.1720 0.1033
H -1.6853 0.7613 1.6045 -0.1101 -0.0351 0.1092
H -4.4516 -5.5222 -1.5497 -0.0006 0.0188 0.0342
H 4.4222 -0.1841 -0.4897 0.0029 0.0656 0.0230
H 1.3091 1.9543 2.9980 -0.0399 0.0281 0.0681
H -7.5128 -3.6982 0.8805 0.0249 0.0086 -0.0169
H 3.0054 -0.9077 2.8459 0.1039 -0.1656 0.0498
H 5.4644 0.1952 1.6766 0.0618 0.0139 0.0274
H 3.5565 -2.5425 -1.0834 0.1568 0.0029 0.0009
H 5.1364 -1.4331 2.1901 0.0421 -0.0340 0.0804
H 2.8323 2.8155 1.7205 0.2087 -0.0216 -0.0598
H 5.4761 -1.5095 -0.0938 0.0402 0.0365 0.0293
H -2.9378 -3.6434 -1.0938 -0.1055 0.0154 0.0235
H 0.9685 0.4104 2.5410 0.7634 0.1306 0.3793
H -2.3801 1.3578 0.0672 -0.3324 0.0091 0.0867
H 3.4457 -2.8548 0.6308 -0.1129 -0.1057 -0.1196
H 2.0022 -0.3491 -1.8428 0.0119 0.0222 -0.1129
H -6.7503 -5.5875 -0.5632 0.0168 0.0385 -0.0090
H 1.6032 -1.3767 0.8739 -0.0561 0.3611 0.2659
H -6.0518 -1.7912 1.3313 0.0395 -0.0228 -0.0355
```
Positions in Å, forces in eV/Å.

Summary:
Net charge = -1
Lowest unoccupied orbital energy (spin up / spin down) = 1.35 / 1.35 eV
HOMO energy (spin up / spin down) = -1.5 / -3.8 eV
Energy = -117174.6980 eV
Spin multiplicity = 3
⟨S²⟩ = 2.04

---

Looking at F_max for the records above, in order, we have 0.6; 2.3 eV Å⁻¹.
Looking at relative energy (zero: lowest compared OMol25 entry of this formula, charge and spin) for the records above, in order, we have 0.962; 1.170 eV.